# C4H6B2F8LiO3

A structure of composition C4H6B2F8LiO3 in a non-equilibrium geometry (ωB97M-V with the def2-TZVPD basis set, OMol25).

Summary:
- Energy above the lowest of the compared OMol25 structures with the same formula, charge and spin: 75.31 kcal/mol
- Energy: -33699.7843 eV
- Orbital gap: 8.0 eV
- E_LUMO: 0.5 eV
- Net charge: -1

Each line ends with the Löwdin charge.
Element x y z (Å)
F (4.244, -3.178, 4.010)  0.0961
F (3.957, -3.443, -1.462)  0.0748
F (6.079, -2.927, -0.978)  0.0921
F (5.255, -2.993, 6.150)  0.1354
F (3.718, -1.548, 5.417)  0.1019
F (4.547, -1.401, -0.525)  0.0624
F (5.003, -1.787, -2.687)  0.1053
F (5.710, -1.616, 4.428)  0.0973
O (-2.838, 0.251, -1.830)  0.1098
O (-3.639, 1.571, -0.244)  0.1036
O (-2.051, 0.057, 0.241)  0.1421
C (-4.425, 3.502, -1.619)  -0.0024
C (-3.741, 1.148, -2.460)  -0.1115
C (-2.812, 0.567, -0.540)  -0.5789
C (-4.347, 1.987, -1.391)  -0.3406
B (4.730, -2.384, 5.041)  -1.3929
B (4.887, -2.392, -1.452)  -1.3239
Li (2.291, -0.892, 2.711)  0.9486
H (-5.289, 3.953, -1.130)  0.0828
H (-4.514, 0.671, -3.062)  0.1363
H (-3.219, 1.696, -3.244)  0.1354
H (-5.366, 1.645, -1.213)  0.1496
H (-4.719, 3.518, -2.668)  0.0807
H (-3.460, 3.994, -1.495)  0.0961

=====

# C4H6BeO2

A structure of composition C4H6BeO2 in a non-equilibrium geometry (ωB97M-V with the def2-TZVPD basis set, OMol25).

Summary:
- Energy above the lowest of the compared OMol25 structures with the same formula, charge and spin: 0.00 kcal/mol
- Energy: -8720.5458 eV
- Orbital gap: 10.0 eV
- E_LUMO: -11.4 eV
- Net charge: +2

Each line ends with the Löwdin charge.
Element x y z (Å)
O (1.101, 1.211, 1.295)  0.1770
O (0.033, 1.542, -1.112)  0.1315
C (-0.776, -0.951, -0.313)  0.0258
C (-0.131, -1.034, 1.062)  0.0079
C (0.635, 0.200, 0.737)  -0.2102
C (0.303, 0.241, -0.717)  -0.1757
Be (0.681, 2.262, 0.301)  0.9278
H (-0.520, 1.643, -1.897)  0.2076
H (-0.780, -1.862, -0.916)  0.1471
H (-1.751, -0.455, -0.342)  0.1471
H (0.904, -1.535, 1.318)  0.2350
H (1.048, -0.218, -1.380)  0.2053
H (-0.748, -1.044, 1.964)  0.1737

=====

# C4H6Br2F6O8S2V

A structure of composition C4H6Br2F6O8S2V in a non-equilibrium geometry (ωB97M-V with the def2-TZVPD basis set, OMol25).

Summary:
- Energy: -224375.3215 eV
- Orbital gap (alpha / beta): 8.4 / 3.4 eV
- E_LUMO (alpha / beta): 1.7 / -2.7 eV
- Net charge: -1
- Spin multiplicity: 3
- <S²>: 2.033

Each line ends with the Löwdin spin population.
Element x y z (Å)
Br (2.260, 0.182, 0.901)  0.3568
Br (-1.633, 0.224, -3.010)  0.5861
V (0.377, 0.199, -1.082)  1.0889
S (-1.953, 0.266, 1.614)  0.0014
S (-0.087, 3.539, 0.007)  0.0009
F (-2.574, -0.965, 3.971)  0.0000
F (-0.647, -1.565, 3.060)  0.0007
F (2.491, 4.497, -0.226)  -0.0002
F (0.878, 5.883, -0.790)  -0.0001
F (-2.625, -2.354, 2.316)  0.0000
F (1.485, 4.240, -2.145)  -0.0002
O (0.117, 3.598, 1.477)  0.0078
O (-1.144, -0.082, 0.404)  -0.0005
O (-1.379, 1.415, 2.339)  0.0006
O (1.526, 0.514, -2.161)  -0.0816
O (0.192, 2.245, -0.646)  0.0284
O (-1.362, 4.036, -0.353)  0.0057
O (-3.298, 0.576, 1.152)  0.0008
O (0.317, -2.074, -1.606)  0.0057
C (1.278, -3.048, -1.521)  0.0004
C (0.906, -3.850, -0.249)  0.0002
C (-1.981, -1.288, 2.822)  0.0000
C (1.314, 4.625, -0.823)  -0.0007
H (1.653, -4.642, -0.191)  0.0000
H (2.184, -2.451, -1.410)  -0.0004
H (-0.508, -2.495, -1.857)  -0.0005
H (1.267, -3.575, -2.475)  -0.0001
H (-0.059, -4.355, -0.203)  0.0000
H (1.008, -3.294, 0.683)  -0.0001

=====

# C4H6Br2O

A cluster of 2 separate species, C4H6Br2O in total in a non-equilibrium geometry (ωB97M-V with the def2-TZVPD basis set, OMol25).

Summary:
- Energy above the lowest of the compared OMol25 structures with the same formula, charge and spin: 28.74 kcal/mol
- Energy: -146376.3138 eV
- Orbital gap: 10.2 eV
- E_LUMO: 0.6 eV

Each line ends with the Löwdin charge.
Element x y z (Å)
Br (-1.085, 1.396, 1.131)  0.6734
Br (-1.722, -0.138, -2.698)  0.7076
O (0.659, 1.085, -2.369)  -0.0128
C (-0.510, 1.222, -2.263)  -0.8009
C (1.437, -0.104, 1.160)  -0.1080
C (-0.104, -0.276, 0.944)  -0.7257
C (-0.795, -1.410, 0.709)  -0.0628
H (-1.872, -1.363, 0.869)  0.0552
H (1.835, -1.006, 0.845)  0.0485
H (-0.290, -2.321, 0.472)  0.0597
H (2.000, 0.723, 0.768)  0.0681
H (-1.017, 2.052, -1.768)  0.0356
H (1.464, 0.141, 2.199)  0.0620

=====

# C4H6BrN

A cluster of 2 separate species, C4H6BrN in total in a non-equilibrium geometry (ωB97M-V with the def2-TZVPD basis set, OMol25).

Summary:
- Energy above the lowest of the compared OMol25 structures with the same formula, charge and spin: 82.58 kcal/mol
- Energy: -75773.3395 eV
- Orbital gap: 8.1 eV
- E_LUMO: 0.5 eV

Each line ends with the Löwdin charge.
Element x y z (Å)
Br (3.211, -0.550, -0.065)  0.5477
N (0.159, -0.053, -0.181)  0.1306
C (-0.374, -1.064, -0.040)  -0.2117
C (-1.248, -2.226, -0.194)  -0.0515
C (2.052, 2.036, 0.314)  -0.2813
C (2.033, 0.842, -0.602)  -0.5909
H (-1.971, -2.391, 0.628)  0.0880
H (-0.488, -3.133, -0.404)  0.1445
H (1.207, 2.664, 0.267)  0.0497
H (-1.786, -1.897, -1.065)  0.0735
H (2.348, 1.832, 1.366)  0.0673
H (2.811, 2.655, 0.015)  0.0341

=====

# C4H6BrN2

The ion C4H6BrN2 with charge +1 in a non-equilibrium geometry (ωB97M-V with the def2-TZVPD basis set, OMol25).

Summary:
- Energy above the lowest of the compared OMol25 structures with the same formula, charge and spin: 106.38 kcal/mol
- Energy: -77256.2930 eV
- Orbital gap (alpha / beta): 7.2 / 7.4 eV
- E_LUMO (alpha / beta): -5.1 / -5.0 eV
- Net charge: +1

Each line ends with the Löwdin charge.
Element x y z (Å)
Br (4.531, 0.044, -0.398)  0.7442
N (-2.037, 0.312, 0.365)  0.0974
N (0.218, -0.250, 0.166)  0.0337
C (-3.183, -0.039, -0.121)  0.1571
C (1.477, 0.056, -0.269)  -0.0627
C (-0.807, 0.529, 0.007)  -0.1257
C (2.960, -0.436, 0.467)  -0.4941
H (1.424, 0.783, -0.968)  0.0514
H (0.190, -1.100, 0.813)  0.2189
H (-4.050, 0.126, 0.480)  0.1010
H (-3.213, -0.159, -1.182)  0.1032
H (3.022, -1.257, 1.172)  0.0197
H (-0.531, 1.392, -0.530)  0.1559

=====

# C4H6BrN2O

A cluster of 2 separate species, C4H6BrN2O in total in a non-equilibrium geometry (ωB97M-V with the def2-TZVPD basis set, OMol25).

Summary:
- Energy above the lowest of the compared OMol25 structures with the same formula, charge and spin: 11.29 kcal/mol
- Energy: -79307.0196 eV
- Orbital gap: 8.9 eV
- E_LUMO: -5.3 eV
- Net charge: +1

Each line ends with the Löwdin charge.
Element x y z (Å)
Br (-2.820, -0.082, -0.145)  0.9628
O (-0.433, 2.074, 0.561)  -0.0549
N (-0.292, -0.096, -1.183)  0.0791
N (0.932, -1.148, 1.097)  0.1098
C (1.048, -0.465, -1.147)  0.0344
C (-0.313, -0.742, 1.145)  -0.1127
C (-0.999, -0.252, -0.021)  -0.7102
C (1.626, -1.074, -0.007)  -0.0752
H (-1.323, 2.437, 0.839)  0.1018
H (2.552, -1.715, -0.022)  0.1545
H (-0.910, -0.766, 2.098)  0.1494
H (-0.895, 0.048, -2.022)  0.1788
H (1.443, -0.451, -2.166)  0.1417
H (0.384, 2.233, 0.973)  0.0408

=====

# C4H6BrN3P

A structure of composition C4H6BrN3P in a non-equilibrium geometry (ωB97M-V with the def2-TZVPD basis set, OMol25).

Summary:
- Energy above the lowest of the compared OMol25 structures with the same formula, charge and spin: 43.90 kcal/mol
- Energy: -88036.7541 eV
- Orbital gap: 8.7 eV
- E_LUMO: -4.9 eV
- Net charge: +1

Each line ends with the Löwdin charge.
Element x y z (Å)
Br (0.532, 3.077, -2.009)  0.9784
P (-1.095, -2.274, -0.253)  0.8891
N (-0.527, -0.698, -0.213)  -0.2939
N (1.573, 2.024, 0.635)  0.2231
N (0.766, -0.765, 1.650)  0.1988
C (0.789, 1.219, 0.135)  -0.2794
C (0.318, -0.140, 0.593)  -0.3792
C (0.146, 1.501, -1.310)  -0.7600
C (-0.741, 0.578, -1.647)  0.1386
H (-2.264, -2.192, 0.539)  -0.0757
H (-1.790, -1.938, -1.466)  -0.0642
H (1.343, -0.579, 2.482)  0.1603
H (0.533, -1.784, 1.655)  0.1022
H (-1.401, 0.151, -2.359)  0.0858
H (1.818, 1.819, 1.569)  0.0761